Entry 1:
Computed, not measured: the molecule C5H10O, with wB97M-V/def2-TZVPD.

Last column: Mulliken charge in e.
Cartesian coordinates (Å):
O  -0.924  1.030  0.643  -0.510
C  0.022  0.296  -0.022  0.341
C  -0.089  -0.057  -1.307  -0.078
C  0.832  -0.747  2.157  -1.110
C  -1.285  0.198  -2.186  -1.159
C  1.194  0.004  0.871  -0.396
H  1.716  -0.841  2.797  0.331
H  1.635  0.971  1.147  0.281
H  -1.479  1.460  -0.020  0.283
H  -1.947  0.991  -1.813  0.336
H  0.458  -1.754  1.945  0.304
H  0.748  -0.583  -1.757  0.289
H  0.063  -0.210  2.720  0.297
H  1.948  -0.552  0.305  0.255
H  -0.986  0.493  -3.197  0.294
H  -1.907  -0.701  -2.281  0.242

## Properties
Total energy, eV: -7394.2002
SMILES string: C/C=C(\O)CC
Net charge: 0
Relative energy (zero: lowest compared OMol25 entry of this formula, charge and spin), kJ/mol: 54.53

***

Entry 2:
Computed, not measured: the molecule C5H10O, with wB97M-V/def2-TZVPD.

Last column: Mulliken charge in e.
Cartesian coordinates (Å):
O  1.308  -0.435  -0.429  -0.721
C  0.462  0.942  1.248  -0.385
C  -0.550  1.006  0.133  -0.778
C  0.739  -0.394  1.590  -0.346
C  -0.830  -1.092  -1.387  -1.277
C  0.101  0.040  -0.965  0.423
H  -1.759  -0.698  -1.821  0.356
H  0.730  1.773  1.893  0.450
H  0.329  0.652  -1.851  0.318
H  1.435  0.643  0.418  0.369
H  1.579  -0.639  2.240  0.260
H  -1.534  0.625  0.432  0.276
H  -0.689  2.024  -0.244  0.324
H  -1.103  -1.719  -0.530  0.238
H  -0.347  -1.736  -2.130  0.329
H  0.047  -1.214  1.409  0.162

## Properties
Total energy, eV: -7390.6872
Net charge: 0
Relative energy (zero: lowest compared OMol25 entry of this formula, charge and spin), kJ/mol: 393.48

***

Entry 3:
Computed, not measured: a structure of composition C5H10O, with wB97M-V/def2-TZVPD.

Last column: Mulliken charge in e.
Cartesian coordinates (Å):
O  -0.833  -1.381  0.998  -0.541
C  -0.989  0.459  -0.748  -0.634
C  -0.704  0.374  0.717  -0.055
C  0.769  0.538  0.911  -0.573
C  0.261  -0.249  -1.326  -0.548
C  1.198  -0.508  -0.116  -0.820
H  -1.364  1.009  1.366  0.389
H  -1.370  -0.841  1.551  0.266
H  -0.026  -1.187  -1.803  0.258
H  -1.943  -0.020  -0.988  0.284
H  0.746  0.386  -2.070  0.332
H  1.083  0.343  1.942  0.295
H  1.080  1.558  0.639  0.294
H  -1.068  1.508  -1.072  0.295
H  0.901  -1.449  0.339  0.350
H  2.258  -0.541  -0.341  0.409

## Properties
Total energy, eV: -7392.3139
Net charge: 0
Relative energy (zero: lowest compared OMol25 entry of this formula, charge and spin), kJ/mol: 236.52

***

Entry 4:
Computed, not measured: the molecule C5H10O, with wB97M-V/def2-TZVPD.

Last column: Mulliken charge in e.
Cartesian coordinates (Å):
O  -1.432  -2.179  -0.125  -0.517
C  1.597  0.820  0.396  -0.944
C  0.147  -0.024  -0.888  -0.580
C  -1.129  0.218  -0.165  -0.274
C  -1.566  -1.012  0.641  -0.492
C  0.986  1.173  -0.998  -0.290
H  -2.614  -0.925  0.946  0.330
H  -1.811  0.317  -1.030  0.254
H  -0.615  -2.038  -0.639  0.450
H  0.495  2.155  -0.968  0.261
H  2.686  0.827  0.367  0.351
H  1.324  -0.216  0.674  0.278
H  1.210  1.484  1.171  0.291
H  1.744  1.145  -1.785  0.317
H  -0.963  -1.061  1.566  0.231
H  -1.209  1.153  0.418  0.333

## Properties
Total energy, eV: -7390.9732
Net charge: 0
Relative energy (zero: lowest compared OMol25 entry of this formula, charge and spin), kJ/mol: 365.88

***

Entry 5:
Computed, not measured: a cluster of 2 separate species, C5H10O2 in total, with wB97M-V/def2-TZVPD.

Last column: Löwdin spin population.
Cartesian coordinates (Å):
O  -1.065  1.252  1.330  0.304
O  1.069  -0.663  2.628  0.009
C  -0.375  1.913  0.440  0.465
C  -0.072  1.239  -0.870  0.093
C  0.130  -2.294  -2.002  0.002
C  -0.351  -1.261  -1.329  0.007
C  0.434  -0.190  -0.640  0.026
H  0.536  0.128  2.796  0.002
H  1.459  -0.287  -1.020  0.001
H  -0.497  -3.089  -2.368  0.000
H  1.187  -2.391  -2.245  0.000
H  0.576  -0.469  0.405  0.002
H  -1.406  -1.177  -1.081  0.002
H  0.186  2.821  0.694  0.055
H  -0.931  1.192  -1.554  0.028
H  0.440  -1.248  2.180  0.001
H  0.659  1.822  -1.469  0.003

## Properties
Expectation value of S²: 0.75
Multiplicity: 2
Total energy, eV: -9440.2647
Net charge: -1
Relative energy (zero: lowest compared OMol25 entry of this formula, charge and spin), kJ/mol: 25.85

***

Entry 6:
Computed, not measured: a cluster of 2 separate species, C5H10O2 in total, with wB97M-V/def2-TZVPD.

Last column: Löwdin spin population.
Cartesian coordinates (Å):
O  0.069  -1.220  -0.357  0.031
O  0.131  -0.540  -3.194  0.002
C  -0.840  0.225  1.341  0.166
C  1.512  2.008  0.524  0.324
C  0.161  -0.135  0.479  0.105
C  -2.009  -0.626  1.689  0.043
C  1.378  0.634  0.337  0.197
H  2.525  2.401  0.573  0.035
H  2.197  0.015  -0.029  0.008
H  -2.713  -0.846  0.862  0.007
H  0.241  0.121  -2.523  0.001
H  0.729  2.644  0.896  0.043
H  -0.287  -0.064  -3.923  0.000
H  -2.587  -0.209  2.515  0.000
H  -1.725  -1.640  2.053  0.015
H  -0.673  -1.747  -0.056  0.002
H  -0.533  0.928  2.109  0.019

## Properties
Expectation value of S²: 0.76
Multiplicity: 2
Total energy, eV: -9439.9132
Net charge: -1
Relative energy (zero: lowest compared OMol25 entry of this formula, charge and spin), kJ/mol: 59.76

***

Entry 7:
Computed, not measured: the molecule C5H10O2, with wB97M-V/def2-TZVPD.

Last column: Mulliken charge in e.
Cartesian coordinates (Å):
O  0.344  0.345  -1.526  -0.592
O  0.498  2.904  -0.506  -0.524
C  -0.524  -1.293  0.133  -0.349
C  0.114  0.079  -0.001  0.051
C  -0.237  2.572  0.397  0.094
C  -0.756  1.172  0.607  -0.802
C  0.309  -2.392  -0.517  -1.265
H  0.447  -2.184  -1.582  0.290
H  -0.931  1.018  1.681  0.383
H  -0.691  -1.526  1.197  0.318
H  1.211  0.155  -0.085  0.407
H  -0.177  -3.367  -0.412  0.376
H  -0.578  3.335  1.121  0.348
H  0.575  1.293  -1.574  0.347
H  -1.525  -1.253  -0.334  0.315
H  1.301  -2.455  -0.052  0.300
H  -1.758  1.133  0.135  0.303

## Properties
Total energy, eV: -9440.7258
SMILES string: CC[C@@H](O)CC=O
Net charge: 0
Relative energy (zero: lowest compared OMol25 entry of this formula, charge and spin), kJ/mol: 223.57

***

Entry 8:
Computed, not measured: the molecule C5H10O2, with wB97M-V/def2-TZVPD.

Last column: Mulliken charge in e.
Cartesian coordinates (Å):
O  -1.424  -0.352  -2.256  -0.517
O  -0.102  0.146  1.486  -0.070
C  -0.532  -0.963  -1.344  -0.517
C  1.539  -0.569  0.105  -0.331
C  0.762  -0.169  -1.175  -0.436
C  1.081  0.516  1.049  -0.489
C  -0.869  1.175  2.118  -0.604
H  -0.313  -1.953  -1.757  0.328
H  -1.007  -1.115  -0.364  0.259
H  -0.202  1.983  2.436  0.357
H  0.504  0.901  -1.093  0.306
H  1.268  -1.584  0.426  0.306
H  -1.400  0.725  2.961  0.254
H  -1.592  1.551  1.383  0.238
H  1.384  -0.253  -2.069  0.297
H  -1.716  0.477  -1.855  0.311
H  2.619  -0.516  -0.051  0.310

## Properties
Total energy, eV: -9438.9162
Net charge: 0
Relative energy (zero: lowest compared OMol25 entry of this formula, charge and spin), kJ/mol: 398.18

***

Entry 9:
Computed, not measured: the molecule C5H10O2, with wB97M-V/def2-TZVPD.

Last column: Mulliken charge in e.
Cartesian coordinates (Å):
O  -0.378  0.263  0.107  -0.361
O  0.899  -2.678  -1.276  -0.470
C  0.310  -0.951  0.307  0.431
C  0.339  1.222  -0.650  -0.189
C  -0.232  -1.573  1.590  -1.332
C  -0.397  2.544  -0.550  -1.208
C  0.074  -1.904  -0.859  -0.108
H  1.396  -0.787  0.391  0.282
H  0.436  0.905  -1.702  0.275
H  -0.527  2.820  0.501  0.294
H  -0.957  -1.852  -1.279  0.351
H  0.364  -2.442  1.884  0.388
H  -1.386  2.478  -1.012  0.298
H  -1.275  -1.883  1.461  0.311
H  1.358  1.323  -0.243  0.318
H  0.169  3.336  -1.050  0.384
H  -0.193  -0.820  2.381  0.335

## Properties
Total energy, eV: -9441.3911
SMILES string: CCO[C@@H](C)C=O
Net charge: 0
Relative energy (zero: lowest compared OMol25 entry of this formula, charge and spin), kJ/mol: 159.38

***

Entry 10:
Computed, not measured: a cluster of 2 separate species, C5H10O2 in total, with wB97M-V/def2-TZVPD.

Last column: Mulliken charge in e.
Cartesian coordinates (Å):
O  0.668  -0.480  0.471  -0.427
O  -1.002  1.480  1.347  -0.372
C  -0.725  2.341  0.408  -0.345
C  0.445  -0.404  -0.930  -0.394
C  -0.952  -0.837  -1.254  -0.235
C  -1.790  -1.409  -0.397  -0.725
C  1.991  -0.120  0.818  -0.780
H  -2.798  -1.684  -0.693  0.258
H  0.597  0.633  -1.262  0.374
H  -1.264  -0.635  -2.278  0.300
H  2.220  0.903  0.490  0.336
H  2.068  -0.182  1.905  0.268
H  -1.498  -1.621  0.628  0.240
H  -1.380  3.213  0.671  0.170
H  1.174  -1.050  -1.447  0.443
H  2.710  -0.817  0.366  0.302
H  -0.463  0.671  1.158  0.587

## Properties
Total energy, eV: -9438.0706
Net charge: 0
Relative energy (zero: lowest compared OMol25 entry of this formula, charge and spin), kJ/mol: 479.77

***

Entry 11:
Computed, not measured: the molecule C5H10O2, with wB97M-V/def2-TZVPD.

Last column: Mulliken charge in e.
Cartesian coordinates (Å):
O  -2.398  0.680  0.803  -0.395
O  2.120  0.224  0.745  -0.500
C  -2.001  0.217  -0.487  -0.499
C  -1.037  0.916  1.187  -0.460
C  0.436  -0.858  -0.357  -0.813
C  2.073  -0.930  -0.060  -0.375
C  -0.477  0.469  -0.195  0.206
H  2.716  -1.651  0.534  0.239
H  2.705  -0.862  -0.983  0.206
H  -0.136  1.335  -0.781  0.413
H  -2.273  -0.835  -0.641  0.278
H  2.152  0.965  0.145  0.302
H  0.326  -1.114  -1.408  0.331
H  -0.902  1.970  1.471  0.245
H  -2.479  0.816  -1.279  0.257
H  -0.071  -1.578  0.287  0.318
H  -0.734  0.279  2.021  0.250

## Properties
Total energy, eV: -9439.1420
SMILES string: OCCC1COC1
Net charge: 0
Relative energy (zero: lowest compared OMol25 entry of this formula, charge and spin), kJ/mol: 376.39

***

Entry 12:
Computed, not measured: a cluster of 2 separate species, C5H10O2 in total, with wB97M-V/def2-TZVPD.

Last column: Mulliken charge in e.
Cartesian coordinates (Å):
O  -1.220  0.629  -0.731  -0.599
O  0.820  2.104  0.075  -0.516
C  -0.687  0.759  1.615  -0.583
C  1.039  -1.037  -1.223  -0.871
C  0.593  1.060  0.929  -0.254
C  0.537  -0.909  0.009  -0.519
C  -0.502  0.051  0.321  0.663
H  0.169  1.980  -0.642  0.387
H  0.881  -1.493  0.856  0.398
H  -1.251  -0.005  -1.465  0.417
H  -1.551  -1.958  -0.609  0.093
H  -0.973  -2.049  -1.074  -0.021
H  1.509  0.710  1.408  0.378
H  -1.411  1.564  1.565  0.239
H  0.753  -0.368  -2.034  0.256
H  1.757  -1.810  -1.440  0.289
H  -0.667  0.179  2.531  0.242

## Properties
Total energy, eV: -9437.8155
SMILES string: C=C[C@@]1(O)C[C@@H]1O.[H][H]
Net charge: 0
Relative energy (zero: lowest compared OMol25 entry of this formula, charge and spin), kJ/mol: 504.37

***

Which of these has the lowest relative energy (zero: lowest compared OMol25 entry of this formula, charge and spin)?
number 5

***

Which of these has the highest total energy?
number 2

***

Which of these has the lowest total energy?
number 9